(i)
The following is a DFT calculation (ωB97M-V with the def2-TZVPD basis set) of an isolated molecule of C6H8.

Output
- HOMO level: -7.7007 eV

```
! wB97M-V def2-TZVPD RIJCOSX def2/J DEFGRID3
* xyz 0 1
C -0.592 -1.144 -1.326
C 0.573 -0.786 0.883
C 0.506 -0.860 -0.614
C 0.537 0.671 1.303
C -0.262 1.483 0.600
C -1.180 1.165 -0.470
H -0.355 2.541 0.876
H -0.295 -1.309 1.309
H 1.474 -1.288 1.252
H 1.135 1.022 2.138
H -0.826 1.619 -1.410
H -1.523 -1.459 -0.865
H -0.559 -1.138 -2.414
H 1.420 -0.583 -1.142
*
```


(ii)
The following is a DFT calculation (ωB97M-V with the def2-TZVPD basis set) of an isolated molecule of C6H8.

Output
- SMILES string: C1=CCCCC=1
- HOMO level: -8.5841 eV

```
! wB97M-V def2-TZVPD RIJCOSX def2/J DEFGRID3
* xyz 0 1
C 0.537 -0.614 0.674
C -0.760 0.172 1.053
C 0.684 -0.825 -0.869
C -0.378 1.279 -0.970
C 0.711 0.630 -1.318
C -1.293 1.213 -0.021
H -0.174 -1.380 -1.262
H 1.596 -1.366 -1.161
H 0.379 -1.509 1.289
H 1.479 -0.156 1.029
H -0.592 0.491 2.096
H -1.525 -0.629 1.076
H -2.334 1.572 -0.155
H 1.669 1.122 -1.461
*
```


(iii)
The following is a DFT calculation (ωB97M-V with the def2-TZVPD basis set) of an isolated molecule of C6H8.

Output
- SMILES string: C#CCC1CC1
- HOMO level: -9.9043 eV

```
! wB97M-V def2-TZVPD RIJCOSX def2/J DEFGRID3
* xyz 0 1
C -1.278 -0.347 -0.588
C -1.713 0.820 0.252
C 1.837 -0.581 0.063
C -0.253 0.587 -0.022
C 2.621 -1.016 -0.740
C 0.797 0.013 0.915
H 3.308 -1.397 -1.462
H -1.454 -0.356 -1.656
H -1.344 -1.328 -0.122
H -2.148 1.673 -0.264
H 0.182 1.297 -0.723
H 1.241 0.777 1.563
H -2.173 0.615 1.214
H 0.377 -0.759 1.571
*
```


Which is most stable? The ranking, best first, is (iii), (ii), (i).


(i)
The following is a DFT calculation (ωB97M-V with the def2-TZVPD basis set) of an isolated molecule of C6H8.

Output
- HOMO level (alpha / beta): -8.1071 / -8.1065 eV

```
! wB97M-V def2-TZVPD RIJCOSX def2/J DEFGRID3
* xyz 0 1
C -0.755 1.164 -1.064
C -0.769 -0.572 0.803
C 3.081 -0.541 0.623
C 0.595 -0.317 1.261
C -1.005 -0.293 -0.689
C 1.821 -0.374 0.957
H 3.864 -0.430 1.372
H -0.872 -1.652 1.005
H -2.036 -0.574 -0.936
H -1.016 1.346 -2.111
H -0.339 -0.940 -1.272
H 0.302 1.420 -0.935
H -1.522 -0.085 1.434
H -1.350 1.848 -0.448
*
```


(ii)
The following is a DFT calculation (ωB97M-V with the def2-TZVPD basis set) of C6H8 as an isolated structure.

Output
- HOMO level: -8.2187 eV

```
! wB97M-V def2-TZVPD RIJCOSX def2/J DEFGRID3
* xyz 0 1
C -1.062 0.872 -0.552
C 1.430 0.007 -1.026
C 0.319 -1.025 0.202
C -0.017 -0.182 -0.945
C -0.051 -0.288 1.442
C -1.351 0.718 0.742
H 0.154 -2.107 0.192
H -0.367 -0.763 -1.792
H 2.026 0.518 -0.287
H -0.049 -0.944 2.357
H 0.567 0.571 1.684
H -1.394 1.500 -1.393
H 1.893 -0.009 -2.036
H -2.100 1.135 1.412
*
```


Which is most stable? The ranking, best first, is (ii), (i).